The following is a DFT calculation (wB97M-V/def2-TZVPD) of an isolated molecule of C5H6O.

Each line ends with the Löwdin charge.
Positions of all 12 atoms, in Å:
C -1.7696 0.1033 -0.5265  -0.088
C -0.7727 -0.3592 0.5276  -0.141
C 0.9669 -0.8684 0.3970  -0.232
O 0.2451 -1.2146 -0.6237  -0.045
C 2.0356 0.0894 0.1309  -0.113
C 3.0272 0.7828 0.1018  0.119
H -2.5992 0.6023 -0.0101  0.085
H -2.1566 -0.7482 -1.0880  0.080
H -1.3135 0.8133 -1.2200  0.084
H -1.1443 -1.1207 1.2012  0.110
H -0.4183 0.5233 1.0790  0.117
H 3.8993 1.3968 0.0307  0.028

Output
E: -7322.829 eV
Relative energy (zero: lowest compared OMol25 entry of this formula, charge and spin): 622.9 kJ/mol
Highest occupied orbital energy (spin up / spin down): -7.95 / -7.95 eV
Frontier orbital gap (spin up / spin down): 8.1 / 8.1 eV
Maximum force: 0.68 eV/Å
E_LUMO (spin up / spin down): 0.1 / 0.1 eV

The following is a DFT calculation (wB97M-V/def2-TZVPD) of an isolated molecule of C23H19FN4O3 at a distorted geometry.

Each line ends with the Löwdin charge.
Positions of all 50 atoms, in Å:
O 4.3282 -1.3352 -2.6638  0.068
F -4.0327 4.7242 1.5231  0.082
N -0.8074 -2.8008 -2.0748  0.096
N 0.2235 -2.3563 -2.8054  0.087
N 0.4967 -1.6948 -0.7431  0.170
O 1.5279 4.9451 1.5145  -0.014
O 3.0762 -0.2962 0.5957  -0.068
C 3.4935 -0.8403 -1.8596  -0.180
C -0.5847 -2.4140 -0.7873  -0.343
C -3.0338 -3.1796 2.5245  -0.071
C -1.6297 -3.0809 2.6228  -0.064
C -3.6183 -3.1411 1.2635  -0.085
C -2.0159 5.6332 2.3808  -0.012
C -2.0362 4.2629 0.3640  0.018
C -0.5828 5.6513 2.4026  0.011
C -0.5932 4.4195 0.2854  0.011
C 2.8404 3.3221 0.2508  0.011
C 1.7538 2.7036 2.3377  -0.015
C 3.0890 1.9554 -0.0498  -0.014
C 2.1090 1.4778 2.0798  -0.011
C -0.8856 -2.7619 1.4988  -0.052
C -2.8181 -2.8904 0.1766  -0.036
C -2.7327 4.8956 1.4279  -0.325
C 0.1067 4.9039 1.3999  -0.257
C 2.0862 3.6896 1.3623  -0.269
C 2.8409 1.0139 0.9280  -0.218
C -1.4315 -2.8256 0.2572  -0.199
N 1.0062 -1.5566 -1.9789  -0.143
C 1.9700 -0.5790 -2.3086  -0.023
C 4.4886 -2.0876 0.2421  0.003
C 4.0220 -0.7082 -0.3900  -0.270
H -3.5661 -3.2412 3.4466  0.091
H -1.1424 -2.9676 3.6281  0.120
H -4.6828 -3.2312 1.0517  0.108
H -2.5682 6.1952 3.1792  0.126
H -2.6826 3.9417 -0.4907  0.125
H -0.0384 6.2224 3.2126  0.136
H -0.0034 4.0161 -0.5598  0.123
H 3.2192 4.1120 -0.3954  0.121
H 0.9947 2.9953 3.0165  0.123
H 3.6544 1.6765 -0.9155  0.104
H 1.7836 0.7084 2.7640  0.121
H 0.1467 -2.6905 1.6803  0.099
H -3.3670 -2.7713 -0.7870  0.129
H 1.7212 0.3230 -1.8320  0.101
H 1.8340 -0.6046 -3.3393  0.110
H 3.6273 -2.7801 0.3914  0.090
H 5.2217 -2.6468 -0.3536  0.081
H 4.8629 -1.7794 1.2554  0.100
H 4.7881 -0.0687 -0.2702  0.106

Output
E: -38974.352 eV
Relative energy (zero: lowest compared OMol25 entry of this formula, charge and spin): 603.9 kJ/mol
Highest occupied orbital energy: -8.56 eV
SMILES string: C[C@H](Oc1ccc(Oc2ccc(F)cc2)cc1)C(=O)Cn1nnc(-c2ccccc2)n1
Frontier orbital gap: 8.6 eV
Maximum force: 6.72 eV/Å
E_LUMO: 0.0 eV

The following is a DFT calculation (wB97M-V/def2-TZVPD) of a structure of composition C33H50Cl3GeNO3RbS3SeSi at a distorted geometry.

Each line ends with the Löwdin charge.
Positions of all 97 atoms, in Å:
Rb 1.2665 -0.2794 -0.8427  0.452
C -0.5221 -3.1323 4.8281  -0.554
C -1.1496 -1.7439 4.8472  -0.529
S -0.8592 -0.7525 3.3539  0.875
C 0.2398 0.5479 3.9493  -0.548
C 1.7030 0.1728 4.1602  -0.527
S 2.5055 -0.4353 2.6500  0.840
C 2.9950 -2.1221 3.0821  -0.550
C 1.8829 -3.1339 3.3214  -0.577
S 1.2736 -3.1760 5.0412  0.849
H -0.7749 -3.6599 3.9070  0.073
H -0.9299 -3.7198 5.6548  0.062
H -0.7910 -1.1792 5.7096  0.071
H -2.2330 -1.8502 4.9520  0.064
H -0.1750 0.9678 4.8702  0.081
H 0.1685 1.3239 3.1828  0.034
H 1.8180 -0.5847 4.9331  0.029
H 2.2375 1.0709 4.4782  0.070
H 3.6898 -2.0917 3.9246  0.070
H 3.5663 -2.4467 2.2084  0.058
H 2.2519 -4.1302 3.0839  0.023
H 1.0378 -2.9350 2.6663  0.028
O -0.0762 2.5021 1.4114  -0.037
C -0.8533 3.4043 0.6379  -0.319
C -0.9329 2.8173 -0.8324  -0.641
O -1.5764 3.4335 -1.6790  0.036
O -0.2859 1.7365 -0.9625  -0.292
C -0.1232 4.7459 0.6116  -0.112
C 0.9469 4.9162 -0.2631  -0.003
C 1.6952 6.0810 -0.2494  -0.072
C 1.3835 7.0998 0.6415  -0.113
C 0.3235 6.9381 1.5196  -0.100
C -0.4239 5.7667 1.5053  -0.025
C -2.2495 3.5091 1.2247  -0.160
C -2.5994 2.7858 2.3584  -0.024
C -3.8841 2.8636 2.8817  -0.093
C -4.8365 3.6701 2.2790  -0.119
C -4.4918 4.3984 1.1464  -0.090
C -3.2107 4.3223 0.6239  -0.028
H 0.1934 1.8530 0.7243  0.053
H 1.2052 4.1219 -0.9525  0.078
H 2.5261 6.1878 -0.9362  0.103
H 1.9673 8.0129 0.6519  0.089
H 0.0748 7.7247 2.2231  0.090
H -1.2503 5.6483 2.1954  0.113
H -1.8673 2.1338 2.8155  0.086
H -4.1386 2.2776 3.7575  0.096
H -5.8415 3.7270 2.6812  0.088
H -5.2306 5.0243 0.6593  0.094
H -2.9446 4.8656 -0.2719  0.119
Cl 2.3102 -0.1439 -3.6389  -0.201
Ge 2.2390 2.1362 -3.1007  0.043
Cl 4.0646 2.7367 -4.3596  -0.205
Cl 3.4168 1.8452 -1.0952  -0.205
C -5.3458 -0.7362 -1.0421  -0.098
C -3.9663 -0.6092 -0.3805  -0.611
C -4.0947 -1.1040 1.0665  -0.112
C -3.5835 0.8759 -0.2910  -0.093
Si -2.5871 -1.5617 -1.3567  0.989
C -2.6434 -1.2004 -3.2545  -0.627
C -3.6940 -2.0641 -3.9684  -0.101
C -2.9460 0.2785 -3.5379  -0.096
C -1.2687 -1.4865 -3.8785  -0.109
C -2.5219 -3.4458 -0.9188  -0.628
C -1.9480 -3.6365 0.4956  -0.117
C -1.5961 -4.2117 -1.8719  -0.113
C -3.9126 -4.0984 -0.9738  -0.100
H -6.0871 -0.1969 -0.4382  0.081
H -5.6730 -1.7772 -1.1173  0.066
H -5.3653 -0.3030 -2.0434  0.057
H -4.8137 -0.4634 1.5918  0.082
H -3.1471 -1.0348 1.6050  0.034
H -4.4588 -2.1323 1.1316  0.059
H -4.3279 1.4119 0.3121  0.083
H -3.5141 1.3748 -1.2559  0.068
H -2.6172 0.9903 0.2007  0.071
H -4.6984 -1.9168 -3.5645  0.064
H -3.4570 -3.1289 -3.9083  0.059
H -3.7210 -1.7948 -5.0321  0.081
H -3.9563 0.5684 -3.2437  0.061
H -2.8600 0.4491 -4.6179  0.085
H -2.2391 0.9488 -3.0420  0.074
H -0.9274 -2.5103 -3.7340  0.062
H -0.5047 -0.8150 -3.4830  0.029
H -1.3187 -1.3026 -4.9584  0.088
H -0.9389 -3.2240 0.5755  0.047
H -1.8591 -4.7098 0.7023  0.087
H -2.5689 -3.1893 1.2721  0.049
H -0.5844 -3.8015 -1.8881  0.065
H -1.9770 -4.2377 -2.8949  0.064
H -1.4959 -5.2471 -1.5322  0.082
H -4.6047 -3.6616 -0.2487  0.055
H -3.8194 -5.1663 -0.7394  0.082
H -4.3665 -4.0173 -1.9640  0.065
Se 2.0570 -4.5257 0.2095  0.393
C 1.6569 -5.6057 -1.2113  -0.991
N 1.4005 -6.3108 -2.0970  -0.030

Output
E: -243141.603 eV
Relative energy (zero: lowest compared OMol25 entry of this formula, charge and spin): 41.7 kJ/mol
Highest occupied orbital energy (spin up / spin down): -2.68 / -2.79 eV
Frontier orbital gap (spin up / spin down): 6.1 / 6.2 eV
Maximum force: 1.41 eV/Å
Multiplicity: 2
Expectation value of S²: 0.751
E_LUMO (spin up / spin down): 3.4 / 3.4 eV
Charge: -2

Among the records above, which one has the highest E? C5H6O

maximum force of number 3 (C33H50Cl3GeNO3RbS3SeSi)? 1.41 eV/Å